1.
A cluster of 2 separate species, C12H20N in total. Source: the Open Molecules 2025 dataset; level of theory: the ωB97M-V functional and the def2-TZVPD basis.

The geometry in XYZ format:
```
33
Properties=species:S:1:pos:R:3
C -1.261 1.691 0.469
C -0.472 -0.303 4.890
C -0.372 1.616 1.512
C -0.436 1.023 2.758
C -1.085 -2.360 -0.223
C -1.435 -1.209 -1.254
C -0.060 -1.377 0.397
C -0.249 -0.444 -0.760
C 1.989 1.149 -3.801
C 0.930 -1.163 1.268
C 0.961 0.069 -1.600
C 0.713 0.862 -2.912
N -0.649 0.496 3.776
H -1.144 2.307 -0.326
H -2.258 1.601 0.744
H 0.143 0.010 5.743
H -1.503 -0.449 5.135
H 0.601 2.005 1.271
H -1.698 -2.836 0.512
H -0.552 -3.199 -0.738
H -1.506 -1.577 -2.366
H -2.355 -0.809 -1.048
H 0.208 -1.084 4.477
H -0.736 0.549 -0.515
H 1.691 1.973 -4.315
H 2.060 0.272 -4.392
H 2.758 1.345 -3.042
H 1.026 -1.699 2.150
H 1.576 -0.424 1.056
H 1.523 0.688 -1.035
H 1.567 -0.697 -1.927
H -0.150 0.255 -3.356
H 0.175 1.718 -2.547
```

* Kohn-Sham gap: 8.25 eV
* charge: +1
* HOMO: -0.468 hartree



2.
A cluster of 2 separate species, C12H20N in total. Source: the Open Molecules 2025 dataset; level of theory: the ωB97M-V functional and the def2-TZVPD basis.

The geometry in XYZ format:
```
33
Properties=species:S:1:pos:R:3
C -3.043 2.138 -1.334
C -2.037 2.622 -0.549
C -3.132 0.734 -1.396
C -1.162 1.750 0.129
C -2.271 -0.113 -0.756
C 2.215 -1.083 0.376
C 0.871 -0.769 -1.860
C 1.674 1.185 -0.357
C -0.054 0.166 2.264
C -0.662 -1.941 0.928
C 1.411 -0.223 -0.584
C -0.564 -0.411 0.928
N -1.310 0.420 0.116
H -3.650 2.826 -1.822
H -1.764 3.671 -0.513
H -3.914 0.148 -2.011
H -0.528 2.234 0.915
H -2.301 -1.244 -1.028
H 2.151 -0.699 1.335
H 2.062 -2.186 0.077
H 3.295 -0.809 0.240
H 0.846 -1.907 -1.908
H -0.041 -0.308 -2.225
H 1.636 -0.571 -2.529
H 2.700 1.475 -0.626
H 0.917 1.889 -0.848
H 1.621 1.455 0.680
H 1.011 0.307 2.317
H -0.526 1.133 2.525
H -0.136 -0.571 3.050
H -1.464 -2.329 1.496
H 0.161 -2.294 1.518
H -0.410 -2.379 -0.023
```

* Kohn-Sham gap (alpha / beta): 6.87 / 6.85 eV
* charge: +1
* HOMO (alpha / beta): -0.405 / -0.405 hartree